1.
ORCA calculation (ωB97M-V with the def2-TZVPD basis set) on a structure of composition C35H29N4O4Sn at a distorted geometry.

The geometry in XYZ format:
```
73
Properties=species:S:1:pos:R:3:lowdin_charge:R:1
Sn -0.90 -1.02 -1.74 1.158
O 0.26 -5.13 -1.77 0.125
O 0.32 3.57 0.17 0.055
O -0.09 2.21 -1.56 0.048
O -2.45 -5.03 -2.05 0.123
N -1.06 -3.21 -1.64 -0.027
N -3.20 -1.59 -2.05 -0.045
N -1.57 -0.80 0.33 0.002
N 1.10 -1.87 -0.71 -0.032
C -4.23 -0.75 -2.16 -0.126
C -3.47 -1.28 4.59 -0.075
C 4.00 2.39 -2.58 0.006
C 2.43 -3.84 -0.60 0.025
C 0.10 -3.96 -1.51 -0.441
C -1.70 -0.20 1.42 -0.353
C -1.64 2.13 0.54 0.123
C 2.09 -1.17 -0.15 -0.111
C -3.07 -2.60 4.68 -0.073
C 1.78 2.89 -3.58 -0.022
C 2.18 2.72 -1.05 -0.054
C -2.25 -3.85 -1.93 -0.433
C 2.66 2.64 -2.37 -0.178
C 3.29 -1.76 0.22 -0.037
C 3.06 2.58 0.03 -0.198
C -3.43 -2.91 -2.05 -0.186
C -5.78 -2.55 -2.27 -0.024
C 2.64 2.69 1.48 -0.026
C 4.40 2.32 -0.24 -0.006
C -4.71 -3.43 -2.17 0.026
C -2.19 -1.01 2.58 -0.188
C 6.33 1.87 -1.80 -0.034
C -1.01 4.02 2.00 0.073
C -1.09 3.51 0.60 -0.196
C -0.88 3.16 3.03 -0.016
C -2.23 -3.14 3.71 -0.062
C -3.04 -0.48 3.55 -0.053
C 3.46 -3.12 -0.02 -0.025
C -1.41 1.26 1.58 -0.125
C 1.26 -3.18 -0.92 -0.193
C -5.53 -1.18 -2.27 -0.040
C -1.80 -2.35 2.66 -0.024
C -0.92 1.75 2.80 0.109
C 4.89 2.19 -1.53 -0.243
C 0.71 2.79 -0.85 -0.415
H 2.30 3.69 1.72 0.087
H 4.38 2.35 -3.60 0.132
H 6.80 2.65 -2.40 0.090
H -3.98 0.31 -2.17 0.109
H 1.46 1.94 -4.02 0.096
H -2.25 1.83 -0.31 0.129
H 4.06 -1.17 0.67 0.108
H 4.39 -3.61 0.25 0.118
H -4.14 -0.86 5.34 0.107
H -0.63 1.08 3.59 0.145
H -1.15 -2.76 1.89 0.107
H 1.92 -0.11 -0.01 0.101
H -3.40 -3.22 5.51 0.108
H 6.42 0.94 -2.35 0.089
H -4.83 -4.50 -2.18 0.128
H -3.39 0.54 3.47 0.111
H 3.49 2.45 2.12 0.085
H 2.50 -4.90 -0.80 0.128
H 6.90 1.78 -0.87 0.078
H -1.92 -4.18 3.77 0.111
H -1.63 4.18 -0.07 0.170
H 2.36 3.42 -4.34 0.089
H 1.83 2.00 1.72 0.068
H -0.92 5.09 2.14 0.141
H -6.34 -0.47 -2.36 0.111
H -0.73 3.52 4.04 0.128
H 0.89 3.46 -3.35 0.077
H -6.79 -2.92 -2.36 0.118
H 5.09 2.20 0.60 0.119
```

ΔE to the lowest compared entry with this formula, charge and spin = 423.05 kJ/mol
spin multiplicity = 1
HOMO-LUMO gap (alpha / beta) = 0.1422 / 0.1347 Ha
M = 688.35 u
HOMO (alpha / beta) = -0.3717 / -0.3669 Eh
total charge = +1
E_LUMO (alpha / beta) = -0.2295 / -0.2322 Ha
E_tot = -2085.17902 a.u.

2.
ORCA calculation (ωB97M-V with the def2-TZVPD basis set) on the molecule C2H6N2O at a distorted geometry.

The geometry in XYZ format:
```
11
Properties=species:S:1:pos:R:3:nbo_charge:R:1
O 1.55 -1.02 0.26 -0.561
N -1.07 0.45 -0.60 -0.405
N 0.22 -0.97 0.99 -0.340
C -0.77 -0.53 0.11 0.229
C -0.08 1.38 -0.43 -0.462
H 0.27 1.34 0.53 0.190
H 1.18 -1.44 -0.65 0.449
H 0.72 1.55 -1.13 0.218
H -0.06 -1.94 1.16 0.360
H -1.56 -1.30 0.46 0.133
H -0.40 2.49 -0.70 0.190
```

ΔE to the lowest compared entry with this formula, charge and spin = 501.02 kJ/mol
spin multiplicity = 1
HOMO-LUMO gap = 0.3690 Ha
M = 74.08 u
HOMO = -0.3533 Eh
total charge = 0
E_LUMO = 0.0157 Ha
E_tot = -264.39648 a.u.

3.
ORCA calculation (ωB97M-V with the def2-TZVPD basis set) on a structure of composition C4H4AgMgO2 at a distorted geometry.

The geometry in XYZ format:
```
12
Properties=species:S:1:pos:R:3:nbo_charge:R:1
Ag -3.96 1.42 -1.95 0.991
Mg -1.47 0.41 1.34 1.718
O 1.73 -1.39 0.80 -0.614
O -1.84 0.33 -0.62 -0.999
C 0.34 -0.29 -1.52 -0.380
C 0.74 0.65 1.40 -0.999
C 1.10 -0.31 0.47 0.523
C -0.91 -0.03 -1.43 0.379
H 1.01 -0.81 -2.20 0.281
H 1.48 -2.16 0.27 0.535
H 0.68 1.68 1.02 0.280
H 1.09 0.51 2.43 0.286
```

ΔE to the lowest compared entry with this formula, charge and spin = 7.77 kJ/mol
spin multiplicity = 2
HOMO-LUMO gap (alpha / beta) = 0.2053 / 0.2556 Ha
M = 216.25 u
HOMO (alpha / beta) = -0.5612 / -0.6153 Eh
⟨S²⟩ = 0.785
total charge = +2
E_LUMO (alpha / beta) = -0.3559 / -0.3597 Ha
E_tot = -651.53812 a.u.

4.
ORCA calculation (ωB97M-V with the def2-TZVPD basis set) on a cluster of 2 separate species, C4H6Cl2O in total at a distorted geometry.

The geometry in XYZ format:
```
13
Properties=species:S:1:pos:R:3:nbo_charge:R:1
Cl 2.91 1.55 -0.41 -0.051
Cl 0.50 1.63 -2.29 0.083
O 0.29 -0.91 1.13 -0.525
C -1.70 -1.75 0.14 -0.746
C -0.18 -1.59 0.29 0.462
C 1.29 2.05 0.19 -0.543
C 0.20 2.08 -0.74 0.024
H -2.26 -0.82 0.32 0.242
H 1.41 3.08 0.68 0.230
H 0.42 -2.23 -0.53 0.097
H -2.09 -2.34 1.01 0.247
H 1.23 1.45 1.09 0.257
H -2.01 -2.21 -0.87 0.222
```

ΔE to the lowest compared entry with this formula, charge and spin = 45.96 kJ/mol
spin multiplicity = 3
HOMO-LUMO gap (alpha / beta) = 0.3238 / 0.3161 Ha
M = 141.00 u
HOMO (alpha / beta) = -0.2941 / -0.3700 Eh
⟨S²⟩ = 2.008
total charge = 0
E_LUMO (alpha / beta) = 0.0297 / -0.0539 Ha
E_tot = -1151.45718 a.u.

5.
ORCA calculation (ωB97M-V with the def2-TZVPD basis set) on a structure of composition C6H15N3 at a distorted geometry.

The geometry in XYZ format:
```
24
Properties=species:S:1:pos:R:3:nbo_charge:R:1
N -1.43 -1.51 -1.40 -0.839
N 1.44 1.05 0.76 -0.776
N -0.79 0.70 -0.82 -0.759
C -1.29 -0.90 0.94 -0.547
C 1.50 -2.50 -0.12 -0.441
C -0.31 2.79 0.99 -0.676
C -1.08 -0.64 -0.36 0.375
C 1.52 -1.35 -0.78 -0.536
C 0.58 1.88 0.18 0.225
H -1.57 -1.89 1.26 0.206
H 1.17 0.77 1.69 0.339
H 1.19 -2.54 0.92 0.172
H -0.69 -1.65 -2.07 0.382
H -1.59 1.30 -0.67 0.397
H -0.83 2.25 1.77 0.217
H -1.78 -2.40 -1.05 0.383
H 0.30 3.58 1.44 0.243
H -1.15 -0.17 1.71 0.198
H -0.49 0.62 -1.79 0.396
H 1.87 -1.37 -1.81 0.166
H -1.05 3.27 0.35 0.206
H 1.56 -0.21 0.08 0.326
H 1.95 -3.42 -0.50 0.172
H 0.98 2.35 -0.71 0.170
```

ΔE to the lowest compared entry with this formula, charge and spin = 469.84 kJ/mol
spin multiplicity = 1
HOMO-LUMO gap = 0.3102 Ha
M = 129.21 u
HOMO = -0.2802 Eh
total charge = 0
E_LUMO = 0.0300 Ha
E_tot = -401.70833 a.u.

6.
ORCA calculation (ωB97M-V with the def2-TZVPD basis set) on a structure of composition C9H18FO9RbTl at a distorted geometry.

The geometry in XYZ format:
```
39
Properties=species:S:1:pos:R:3:nbo_charge:R:1
Tl 1.46 -1.44 1.09 1.306
Rb -1.18 -3.25 -3.25 0.998
F -0.31 -1.63 -1.06 -0.649
O -0.21 0.93 0.56 -0.515
O 3.47 -1.38 -0.95 -0.638
O -3.51 -1.23 2.14 -0.458
O -2.60 -1.59 4.08 -0.341
O -1.08 2.39 -0.91 -0.450
O 3.57 -0.29 -2.93 -0.447
O -0.10 3.09 0.92 -0.382
O 5.39 -0.59 -1.91 -0.373
O -1.26 -1.43 2.33 -0.525
C -0.47 2.05 0.21 0.996
C -3.87 -1.76 4.68 -0.268
C -1.32 1.42 -1.92 -0.258
C -3.47 -1.02 0.72 -0.258
C 2.18 -0.35 -3.30 -0.269
C -2.39 -1.45 2.76 0.997
C 6.26 -1.05 -0.87 -0.267
C -0.51 4.42 0.57 -0.277
C 4.08 -0.82 -1.85 1.013
H -2.86 -0.14 0.54 0.191
H 0.25 5.11 0.93 0.249
H 6.20 -2.14 -0.79 0.227
H -3.14 -1.94 0.24 0.201
H -4.50 -0.95 4.31 0.243
H 1.57 -0.65 -2.44 0.188
H 6.02 -0.61 0.10 0.209
H 1.91 0.69 -3.46 0.224
H -4.47 -0.78 0.38 0.237
H -4.34 -2.73 4.46 0.259
H -0.76 4.54 -0.48 0.236
H -1.94 1.90 -2.67 0.239
H 7.26 -0.80 -1.23 0.252
H -1.91 0.61 -1.47 0.194
H -3.71 -1.66 5.75 0.253
H -1.40 4.66 1.16 0.251
H 2.12 -1.09 -4.09 0.218
H -0.41 1.00 -2.35 0.194
```

ΔE to the lowest compared entry with this formula, charge and spin = 2.99 kJ/mol
spin multiplicity = 1
HOMO-LUMO gap = 0.0909 Ha
M = 579.08 u
HOMO = -0.7001 Eh
total charge = +3
E_LUMO = -0.6092 Ha
E_tot = -1326.08836 a.u.